1.
The following is a DFT calculation (ωB97M-V/def2-TZVPD) of a cluster of 2 separate species, C4H12S2 in total.

XYZ file:
```
18
C4H12S2 | the OMol25 dataset | ωB97M-V/def2-TZVPD
C 2.20 2.99 1.23
C 1.45 1.67 1.02
S 2.88 0.41 0.65
H 1.51 3.83 1.37
H 2.84 2.98 2.12
H 2.85 3.17 0.36
H 1.04 1.82 0.02
H 0.98 1.13 1.81
H 3.87 1.18 1.05
C -1.17 -1.51 -0.25
S -1.29 -2.87 -1.45
C -3.15 -2.80 -1.82
H -2.06 -0.91 -0.35
H -1.13 -1.80 0.81
H -0.32 -0.93 -0.64
H -3.14 -2.85 -2.92
H -3.66 -1.87 -1.61
H -3.69 -3.63 -1.38
```

Computed properties:
net charge = 0
electronic energy = -26011.91907 eV
SMILES = CCS.CSC
energy above the lowest of the compared OMol25 structures with the same formula, charge and spin = 27.6 kcal/mol
LUMO energy = 0.0346 hartree


2.
The following is a DFT calculation (ωB97M-V/def2-TZVPD) of a cluster of 2 separate species, C4H12S2 in total.

XYZ file:
```
18
C4H12S2 | the OMol25 dataset | ωB97M-V/def2-TZVPD
C 3.15 0.22 2.29
S 2.78 -1.23 1.40
C 1.67 -0.46 0.15
H 3.94 0.77 1.75
H 3.52 -0.03 3.30
H 2.27 0.88 2.39
H 1.23 -1.31 -0.40
H 2.24 0.16 -0.57
H 0.86 0.15 0.58
C -2.74 -1.10 -1.83
S -2.03 -0.63 -0.27
C -2.10 1.22 -0.51
H -1.97 -0.71 -2.52
H -3.68 -0.56 -2.02
H -2.89 -2.17 -2.03
H -2.12 1.46 -1.59
H -1.17 1.61 -0.08
H -2.96 1.72 -0.03
```

Computed properties:
net charge = 0
electronic energy = -26012.40319 eV
SMILES = CSC.CSC
energy above the lowest of the compared OMol25 structures with the same formula, charge and spin = 16.5 kcal/mol
LUMO energy = 0.0340 hartree


- Which value of energy above the lowest of the compared OMol25 structures with the same formula, charge and spin does entry 1 give?
  27.6 kcal/mol


Copy entry 1 word for word.
The following is a DFT calculation (ωB97M-V/def2-TZVPD) of a cluster of 2 separate species, C4H12S2 in total.

XYZ file:
```
18
C4H12S2 | the OMol25 dataset | ωB97M-V/def2-TZVPD
C 2.20 2.99 1.23
C 1.45 1.67 1.02
S 2.88 0.41 0.65
H 1.51 3.83 1.37
H 2.84 2.98 2.12
H 2.85 3.17 0.36
H 1.04 1.82 0.02
H 0.98 1.13 1.81
H 3.87 1.18 1.05
C -1.17 -1.51 -0.25
S -1.29 -2.87 -1.45
C -3.15 -2.80 -1.82
H -2.06 -0.91 -0.35
H -1.13 -1.80 0.81
H -0.32 -0.93 -0.64
H -3.14 -2.85 -2.92
H -3.66 -1.87 -1.61
H -3.69 -3.63 -1.38
```

Computed properties:
net charge = 0
electronic energy = -26011.91907 eV
SMILES = CCS.CSC
energy above the lowest of the compared OMol25 structures with the same formula, charge and spin = 27.6 kcal/mol
LUMO energy = 0.0346 hartree


- What is the formula in the first record?
  C4H12S2